Entry from the Open Molecules 2025 dataset: a molecular structure, C49H68HfN7O11 in a non-equilibrium geometry (ωB97M-V/def2-TZVPD).

Element x y z (Å)
Hf (2.112, -1.065, 1.327)
C (4.678, 2.856, 2.459)
C (3.438, 2.965, 3.353)
C (3.166, 4.481, 3.352)
C (1.878, 4.845, 4.165)
C (0.694, 4.123, 3.574)
C (0.857, 2.625, 3.566)
N (2.190, 2.227, 2.943)
O (2.292, 0.846, 2.743)
C (-0.334, 2.218, 2.665)
C (0.638, 2.084, 4.961)
C (3.981, 2.574, 4.725)
H (5.140, 1.870, 2.417)
H (5.486, 3.546, 2.702)
H (4.402, 3.090, 1.430)
H (3.267, 4.865, 2.336)
H (3.955, 5.078, 3.810)
H (1.768, 5.924, 4.263)
H (2.100, 4.465, 5.162)
H (0.516, 4.558, 2.591)
H (-0.159, 4.449, 4.169)
H (-0.446, 2.866, 1.795)
H (-1.262, 2.194, 3.237)
H (-0.236, 1.255, 2.165)
H (1.280, 1.250, 5.247)
H (-0.369, 1.689, 5.095)
H (0.814, 2.882, 5.683)
H (3.189, 2.759, 5.450)
H (4.831, 3.191, 5.017)
H (4.173, 1.505, 4.811)
C (1.745, 2.563, -0.406)
C (2.923, 2.241, -1.312)
C (3.668, 3.633, -1.557)
C (5.031, 3.573, -2.156)
C (5.885, 2.756, -1.351)
C (5.336, 1.311, -1.278)
N (3.913, 1.274, -0.767)
O (3.463, 0.001, -0.419)
C (6.269, 0.526, -0.252)
C (5.558, 0.653, -2.651)
C (2.296, 1.796, -2.668)
H (2.009, 3.243, 0.404)
H (1.226, 1.672, -0.051)
H (1.035, 3.132, -1.006)
H (3.701, 4.217, -0.636)
H (3.035, 4.256, -2.189)
H (5.482, 4.565, -2.128)
H (5.046, 3.277, -3.205)
H (5.986, 3.182, -0.353)
H (6.857, 2.745, -1.845)
H (6.242, 0.990, 0.734)
H (7.294, 0.567, -0.620)
H (6.056, -0.543, -0.251)
H (4.834, 0.869, -3.436)
H (5.400, -0.418, -2.524)
H (6.544, 0.790, -3.095)
H (1.802, 0.832, -2.546)
H (2.998, 1.585, -3.475)
H (1.523, 2.511, -2.950)
C (-1.518, -1.431, -1.556)
C (-0.702, -0.346, -0.776)
C (-1.488, 0.895, -0.475)
O (0.046, -0.818, 0.283)
H (-2.247, -1.915, -0.906)
H (-0.822, -2.114, -2.042)
H (-2.034, -0.946, -2.385)
H (0.041, 0.035, -1.477)
H (-1.898, 1.297, -1.401)
H (-1.104, 1.709, 0.140)
H (-2.447, 0.571, -0.069)
N (-2.667, -5.710, -4.729)
C (-2.436, -5.602, -3.322)
C (-2.777, -4.398, -2.835)
C (-3.205, -3.639, -3.899)
C (-3.092, -4.398, -5.040)
H (-2.426, -6.477, -5.341)
H (-2.044, -6.458, -2.793)
H (-2.751, -4.071, -1.806)
H (-3.511, -2.603, -3.923)
H (-3.227, -4.156, -6.084)
C (1.740, -1.634, -5.512)
C (0.802, -2.569, -5.211)
C (0.772, -3.258, -4.007)
C (1.706, -2.842, -3.060)
C (2.795, -2.016, -3.391)
C (2.825, -1.432, -4.646)
N (1.664, -3.293, -1.641)
O (1.144, -4.387, -1.325)
O (2.062, -2.541, -0.779)
H (1.736, -1.033, -6.409)
H (-0.003, -2.792, -5.896)
H (-0.023, -3.939, -3.742)
H (3.672, -1.781, -2.807)
H (3.703, -0.818, -4.785)
C (-5.290, 3.766, -0.820)
C (-4.030, 3.489, -1.353)
C (-3.929, 3.210, -2.724)
C (-4.981, 3.431, -3.594)
C (-6.216, 3.652, -2.981)
C (-6.386, 3.824, -1.601)
N (-4.915, 3.451, -5.047)
O (-5.937, 3.637, -5.714)
O (-3.836, 3.196, -5.537)
H (-5.369, 3.915, 0.247)
H (-3.213, 3.409, -0.650)
H (-2.945, 2.937, -3.076)
H (-7.143, 3.859, -3.494)
H (-7.367, 4.063, -1.216)
C (-4.981, -1.475, 3.595)
C (-4.407, -1.288, 4.805)
C (-3.002, -1.363, 4.997)
C (-2.154, -1.372, 3.887)
C (-2.714, -1.468, 2.583)
C (-4.126, -1.559, 2.420)
N (-0.695, -1.320, 4.094)
O (-0.245, -1.229, 5.205)
O (0.066, -1.209, 3.102)
H (-6.055, -1.429, 3.496)
H (-5.010, -1.082, 5.677)
H (-2.600, -1.385, 5.999)
H (-2.108, -1.353, 1.696)
H (-4.702, -1.481, 1.510)
C (-3.731, -4.829, 0.931)
C (-4.084, -5.941, 0.182)
C (-4.320, -7.159, 0.807)
C (-3.990, -7.354, 2.177)
C (-3.701, -6.256, 2.965)
C (-3.541, -5.027, 2.313)
N (-4.195, -8.678, 2.846)
O (-4.277, -9.654, 2.109)
O (-4.197, -8.745, 4.051)
H (-3.629, -3.905, 0.382)
H (-4.205, -5.850, -0.887)
H (-4.638, -7.979, 0.180)
H (-3.430, -6.414, 3.999)
H (-3.253, -4.142, 2.860)

Properties
Total charge: 0
Calculated total energy, eV: -86156.7155
Frontier orbital gap (alpha / beta), eV: 5.129 / 5.122
Expectation value of S²: 0.753
2S+1: 2

Entry from the Open Molecules 2025 dataset: a molecular structure, C49H71N5O14 in a non-equilibrium geometry (ωB97M-V/def2-TZVPD).

Element x y z (Å)
C (23.829, 28.171, -34.884)
N (24.432, 27.524, -36.111)
O (25.399, 28.048, -36.606)
O (23.872, 26.540, -36.539)
H (24.356, 27.597, -34.124)
H (22.756, 28.090, -34.995)
H (24.165, 29.202, -34.881)
C (23.188, 30.367, -31.074)
N (23.095, 29.851, -32.463)
O (23.526, 28.721, -32.606)
O (22.591, 30.502, -33.339)
H (24.218, 30.174, -30.787)
H (22.361, 29.946, -30.512)
H (23.135, 31.456, -31.089)
C (22.029, 31.876, -36.708)
N (20.855, 32.545, -36.031)
O (20.155, 31.867, -35.315)
O (20.744, 33.739, -36.170)
H (22.787, 32.648, -36.783)
H (21.677, 31.401, -37.617)
H (22.399, 31.112, -36.029)
C (17.298, 23.351, -35.776)
N (18.387, 22.390, -36.190)
O (18.011, 21.250, -36.324)
O (19.492, 22.793, -36.471)
H (17.706, 24.347, -35.660)
H (16.950, 22.852, -34.877)
H (16.529, 23.311, -36.542)
C (21.642, 24.036, -38.593)
N (21.648, 25.170, -39.563)
O (20.679, 25.907, -39.535)
O (22.525, 25.211, -40.414)
H (21.214, 23.187, -39.116)
H (21.010, 24.422, -37.800)
H (22.661, 23.868, -38.262)
C (19.657, 31.082, -31.301)
O (19.783, 29.674, -31.223)
C (19.271, 29.201, -29.998)
C (19.544, 27.719, -29.720)
O (20.930, 27.476, -29.781)
C (21.436, 27.070, -31.042)
H (20.047, 31.545, -30.387)
H (18.639, 31.423, -31.502)
H (20.315, 31.370, -32.124)
H (18.197, 29.412, -29.901)
H (19.682, 29.750, -29.142)
H (19.022, 27.043, -30.406)
H (19.260, 27.452, -28.700)
H (22.476, 26.773, -30.974)
H (21.370, 27.935, -31.717)
H (20.763, 26.357, -31.531)
C (18.195, 24.705, -32.977)
O (18.506, 23.343, -33.166)
C (19.691, 22.917, -32.547)
C (20.851, 23.406, -33.404)
O (21.072, 24.813, -33.232)
C (22.186, 25.275, -33.978)
H (18.186, 24.986, -31.915)
H (17.130, 24.865, -33.172)
H (18.812, 25.373, -33.574)
H (19.826, 21.836, -32.503)
H (19.821, 23.284, -31.525)
H (20.710, 23.163, -34.459)
H (21.803, 22.970, -33.066)
H (22.561, 26.236, -33.648)
H (21.913, 25.389, -35.032)
H (22.934, 24.481, -33.887)
C (17.532, 24.474, -39.987)
C (16.882, 23.263, -40.106)
C (15.812, 22.992, -39.233)
C (15.430, 23.875, -38.268)
C (16.095, 25.107, -38.143)
C (17.098, 25.408, -39.016)
H (18.375, 24.762, -40.601)
H (17.262, 22.552, -40.827)
H (15.272, 22.073, -39.430)
H (14.660, 23.602, -37.556)
H (15.855, 25.833, -37.376)
H (17.676, 26.318, -38.907)
C (22.379, 28.407, -38.194)
C (23.214, 28.620, -37.109)
C (24.528, 29.080, -37.203)
C (25.049, 29.235, -38.470)
C (24.269, 29.011, -39.594)
C (22.933, 28.664, -39.465)
H (21.358, 28.081, -38.071)
H (22.715, 28.440, -36.158)
H (25.110, 29.063, -36.291)
H (26.086, 29.524, -38.601)
H (24.712, 29.058, -40.579)
H (22.460, 28.338, -40.384)
C (16.585, 30.484, -36.760)
C (17.349, 31.569, -37.171)
C (16.920, 32.407, -38.171)
C (15.651, 32.208, -38.740)
C (14.924, 31.080, -38.424)
C (15.379, 30.238, -37.416)
H (16.885, 29.745, -36.030)
H (18.312, 31.755, -36.710)
H (17.465, 33.298, -38.450)
H (15.333, 32.959, -39.453)
H (14.074, 30.805, -39.037)
H (14.920, 29.274, -37.227)
C (16.305, 29.953, -32.229)
C (15.234, 29.768, -31.345)
C (14.170, 30.629, -31.438)
C (14.080, 31.629, -32.423)
C (15.119, 31.777, -33.338)
C (16.221, 30.946, -33.159)
H (17.134, 29.258, -32.190)
H (15.214, 29.015, -30.568)
H (13.301, 30.516, -30.798)
H (13.224, 32.284, -32.509)
H (15.016, 32.540, -34.096)
H (17.056, 30.918, -33.856)
C (19.483, 26.499, -36.512)
C (20.307, 25.946, -35.528)
C (20.758, 26.704, -34.460)
C (20.363, 28.044, -34.406)
C (19.440, 28.569, -35.314)
C (19.096, 27.815, -36.440)
H (19.376, 25.970, -37.450)
H (20.674, 24.933, -35.661)
H (21.502, 26.327, -33.769)
H (20.692, 28.736, -33.640)
H (19.010, 29.527, -35.057)
H (18.505, 28.317, -37.199)
C (14.396, 26.112, -32.997)
C (15.120, 25.896, -31.837)
C (16.483, 26.116, -31.725)
C (17.121, 26.495, -32.905)
C (16.457, 26.601, -34.107)
C (15.071, 26.435, -34.176)
H (13.344, 25.865, -33.043)
H (14.517, 25.529, -31.009)
H (16.993, 26.069, -30.775)
H (18.196, 26.611, -32.789)
H (17.083, 26.801, -34.968)
H (14.526, 26.668, -35.082)

Properties
Total charge: 0
Calculated total energy, eV: -88042.8120
Frontier orbital gap, eV: 5.953

Entry from the Open Molecules 2025 dataset: 7 unconnected molecules or ions with the total composition C49H72F6INO20Si in a non-equilibrium geometry (ωB97M-V/def2-TZVPD).

Element x y z (Å)
C (1.680, -5.164, 0.545)
Si (1.092, -3.425, 0.009)
C (2.573, -2.254, 0.417)
C (-0.384, -2.768, 1.005)
C (-1.715, -3.623, 0.873)
C (-2.968, -2.633, 0.874)
C (-3.759, -2.705, -0.496)
C (-4.869, -1.603, -0.653)
C (-4.292, -0.141, -0.753)
C (-3.292, 0.069, -1.965)
C (-1.789, 0.255, -1.473)
C (-1.371, 1.790, -1.361)
I (-2.976, 3.167, -0.870)
C (-1.089, 2.131, -2.902)
N (0.318, 1.714, -3.269)
C (0.904, 1.378, -1.974)
O (1.847, 0.642, -1.919)
C (0.089, 2.072, -0.779)
C (0.399, 1.200, 0.487)
C (-0.736, 1.195, 1.577)
C (-0.187, 1.419, 3.026)
F (0.910, 0.609, 3.253)
F (0.191, 2.731, 3.225)
F (-1.097, 1.087, 3.990)
C (0.644, 3.556, -0.847)
O (1.507, 3.917, 0.248)
C (2.826, 3.785, -0.056)
F (3.224, 2.482, -0.164)
F (3.520, 4.275, 1.027)
F (3.237, 4.531, -1.119)
C (0.796, -3.251, -1.864)
C (1.840, -2.601, -2.677)
C (1.646, -2.403, -4.101)
C (0.439, -2.822, -4.797)
C (-0.582, -3.503, -4.013)
C (-0.379, -3.700, -2.584)
H (0.881, -5.941, 0.523)
H (2.086, -5.040, 1.590)
H (2.572, -5.471, -0.068)
H (3.553, -2.785, 0.338)
H (2.380, -1.847, 1.444)
H (2.540, -1.383, -0.286)
H (-0.576, -1.714, 0.665)
H (-0.081, -2.729, 2.087)
H (-1.765, -4.272, -0.032)
H (-1.789, -4.233, 1.812)
H (-2.676, -1.583, 1.138)
H (-3.680, -3.026, 1.653)
H (-3.053, -2.646, -1.371)
H (-4.274, -3.699, -0.591)
H (-5.634, -1.612, 0.166)
H (-5.443, -1.776, -1.609)
H (-5.077, 0.655, -0.804)
H (-3.711, 0.052, 0.189)
H (-3.285, -0.899, -2.543)
H (-3.607, 0.854, -2.691)
H (-1.157, -0.301, -2.214)
H (-1.680, -0.234, -0.478)
H (-1.726, 1.583, -3.647)
H (-1.081, 3.216, -3.184)
H (0.223, 0.757, -3.643)
H (1.342, 1.517, 1.004)
H (0.577, 0.142, 0.165)
H (-1.494, 2.001, 1.421)
H (-1.310, 0.231, 1.633)
H (-0.226, 4.269, -0.805)
H (1.094, 3.696, -1.860)
H (2.795, -2.227, -2.258)
H (2.421, -1.882, -4.711)
H (0.259, -2.652, -5.881)
H (-1.510, -3.836, -4.522)
H (-1.200, -4.227, -2.055)
C (0.265, 3.470, 5.853)
C (-0.493, 4.609, 6.495)
C (0.323, 5.410, 7.472)
O (-0.676, 5.908, 8.364)
C (-1.706, 5.019, 8.339)
O (-2.618, 5.023, 9.102)
O (-1.552, 4.122, 7.325)
H (0.585, 2.743, 6.601)
H (-0.374, 2.940, 5.162)
H (1.140, 3.833, 5.312)
H (-0.936, 5.249, 5.724)
H (0.859, 6.230, 6.994)
H (1.032, 4.805, 8.044)
C (7.594, 2.719, -0.170)
C (7.480, 1.500, -1.056)
C (6.109, 0.883, -1.070)
O (6.393, -0.485, -1.365)
C (7.652, -0.733, -0.906)
O (8.133, -1.816, -0.816)
O (8.283, 0.424, -0.560)
H (7.398, 2.465, 0.874)
H (8.607, 3.124, -0.209)
H (6.897, 3.499, -0.482)
H (7.822, 1.738, -2.069)
H (5.464, 1.317, -1.833)
H (5.600, 0.931, -0.103)
C (4.986, 7.667, 1.452)
C (6.189, 7.976, 0.592)
C (5.954, 7.768, -0.879)
O (7.265, 7.466, -1.356)
C (7.947, 6.914, -0.313)
O (9.001, 6.373, -0.409)
O (7.257, 7.061, 0.853)
H (4.703, 6.616, 1.367)
H (5.217, 7.843, 2.505)
H (4.132, 8.288, 1.176)
H (6.552, 8.988, 0.800)
H (5.559, 8.658, -1.368)
H (5.299, 6.920, -1.099)
C (2.531, -0.996, 6.385)
C (3.144, 0.221, 7.038)
C (3.900, -0.082, 8.302)
O (3.788, 1.146, 9.023)
C (2.639, 1.744, 8.606)
O (2.141, 2.687, 9.133)
O (2.133, 1.119, 7.507)
H (1.792, -1.462, 7.041)
H (2.004, -0.711, 5.473)
H (3.294, -1.733, 6.130)
H (3.767, 0.760, 6.317)
H (4.946, -0.325, 8.114)
H (3.449, -0.879, 8.899)
C (-6.261, -7.329, -1.724)
C (-5.977, -5.873, -2.008)
C (-6.746, -5.318, -3.173)
O (-5.886, -4.273, -3.633)
C (-4.621, -4.624, -3.285)
O (-3.638, -4.075, -3.678)
O (-4.622, -5.683, -2.432)
H (-5.969, -7.957, -2.569)
H (-5.679, -7.669, -0.866)
H (-7.319, -7.490, -1.512)
H (-6.135, -5.277, -1.103)
H (-7.717, -4.920, -2.880)
H (-6.886, -6.035, -3.983)
C (-7.321, -3.280, -9.172)
C (-7.588, -3.575, -7.714)
C (-6.479, -4.326, -7.031)
O (-7.178, -5.026, -6.001)
C (-8.453, -5.208, -6.444)
O (-9.250, -5.919, -5.918)
O (-8.692, -4.475, -7.564)
H (-7.222, -4.203, -9.747)
H (-8.157, -2.729, -9.606)
H (-6.413, -2.687, -9.293)
H (-7.832, -2.651, -7.182)
H (-5.726, -3.663, -6.606)
H (-5.986, -5.059, -7.677)

Properties
Total charge: 0
Calculated total energy, eV: -126706.1828
Frontier orbital gap, eV: 8.809
Structure (SMILES): C[Si](C)(CCCCCCCC[C@]1(I)CNC(=O)[C@@]1(CCC(F)(F)F)COC(F)(F)F)c1ccccc1.C[C@@H]1COC(=O)O1.C[C@@H]1COC(=O)O1.C[C@@H]1COC(=O)O1.C[C@@H]1COC(=O)O1.C[C@@H]1COC(=O)O1.C[C@@H]1COC(=O)O1